# 1
Formula: C3H2O3
Source: the OMol25 dataset
Level of theory: ωB97M-V with the def2-TZVPD basis set

Geometry as XYZ:
```
8
Properties=species:S:1:pos:R:3
O 1.197 -0.361 -1.600
C 1.211 -0.442 -0.400
C -0.036 -0.222 0.455
O -0.137 -0.761 1.531
C -1.158 0.683 -0.055
O -0.972 1.550 -0.868
H 2.100 -0.752 0.183
H -2.129 0.510 0.449
```

## Properties
Frontier orbital gap = 8.62 eV
Calculated total energy = -9284.004 eV
SMILES = O=CC(=O)C=O
Energy relative to the best compared isomer or geometry (same formula, charge and spin) = 146.9 kJ/mol
F_max = 0.65 eV/Å

# 2
Formula: C3H2O3
Source: the OMol25 dataset
Level of theory: ωB97M-V with the def2-TZVPD basis set

Geometry as XYZ:
```
8
Properties=species:S:1:pos:R:3
O 1.438 1.199 1.252
C 0.813 0.200 1.007
C 0.403 -0.118 -0.433
O 1.207 -0.314 -1.310
C -1.099 -0.142 -0.710
O -1.897 -0.063 0.190
H 0.515 -0.532 1.781
H -1.380 -0.230 -1.776
```

## Properties
Frontier orbital gap = 8.73 eV
Calculated total energy = -9283.939 eV
SMILES = O=CC(=O)C=O
Energy relative to the best compared isomer or geometry (same formula, charge and spin) = 153.2 kJ/mol
F_max = 0.65 eV/Å

# 3
Formula: C3H2O3
Source: the OMol25 dataset
Level of theory: ωB97M-V with the def2-TZVPD basis set

Geometry as XYZ:
```
8
Properties=species:S:1:pos:R:3
O -1.736 -0.279 1.091
C -0.901 0.538 0.800
C -0.053 0.354 -0.458
O -0.170 1.086 -1.411
C 0.951 -0.797 -0.471
O 1.227 -1.401 0.532
H -0.744 1.473 1.370
H 1.427 -0.974 -1.454
```

## Properties
Frontier orbital gap = 8.85 eV
Calculated total energy = -9283.974 eV
SMILES = O=CC(=O)C=O
Energy relative to the best compared isomer or geometry (same formula, charge and spin) = 149.8 kJ/mol
F_max = 0.61 eV/Å

# 4
Formula: C3H2O3Rb
Source: the OMol25 dataset
Level of theory: ωB97M-V with the def2-TZVPD basis set

Geometry as XYZ:
```
9
Properties=species:S:1:pos:R:3
C -0.511 0.416 0.180
C 0.504 -0.244 -0.600
O 0.011 -1.480 -1.295
C 0.806 -1.919 -0.418
O 1.280 -2.837 0.123
O -0.427 1.595 0.517
H -1.390 -0.205 0.448
H 1.256 0.302 -1.172
Rb -1.530 4.372 2.217
```

## Properties
Net charge = +1
Frontier orbital gap = 8.91 eV
Calculated total energy = -9933.326 eV
Energy relative to the best compared isomer or geometry (same formula, charge and spin) = 219.7 kJ/mol
F_max = 2.34 eV/Å

# 5
Formula: C3H2O3S
Source: the OMol25 dataset
Level of theory: ωB97M-V with the def2-TZVPD basis set

Geometry as XYZ:
```
9
Properties=species:S:1:pos:R:3
C -1.112 -0.056 0.601
C 0.200 -0.856 0.022
C 1.307 -0.065 -0.469
H -2.900 0.108 0.822
H 2.278 -0.436 -0.343
O -2.216 -0.402 0.237
O -0.905 0.539 1.747
O 0.266 -2.045 0.310
S 1.318 1.341 -1.235
```

## Properties
Frontier orbital gap = 7.76 eV
Calculated total energy = -20118.671 eV
SMILES = O=C(O)C(=O)C=S
Energy relative to the best compared isomer or geometry (same formula, charge and spin) = 272.5 kJ/mol
F_max = 10.50 eV/Å

# 6
Formula: C3H2OS
Source: the OMol25 dataset
Level of theory: ωB97M-V with the def2-TZVPD basis set

Geometry as XYZ:
```
7
Properties=species:S:1:pos:R:3
C 0.588 -0.910 0.317
C -0.115 0.245 0.574
C 1.267 -0.021 1.139
O 1.256 3.070 -0.325
S 2.447 3.268 0.533
H 0.527 -1.846 -0.275
H -0.837 0.935 0.267
```

## Properties
Frontier orbital gap (spin up / spin down) = 7.77 / 7.54 eV
Calculated total energy = -16019.500 eV
SMILES = C1=CC=1.O=S
Energy relative to the best compared isomer or geometry (same formula, charge and spin) = 464.8 kJ/mol
F_max = 5.93 eV/Å

What is the formula in the fourth record?
C3H2O3Rb

Which of these has the highest F_max?
C3H2O3S

Which of these has the highest energy relative to the best compared isomer or geometry (same formula, charge and spin)?
C3H2OS

Among the records above, which one has the highest F_max?
C3H2O3S